Computed, not measured: the molecule C14H19N at a distorted geometry, with the ωB97M-V functional and the def2-TZVPD basis.

Each line ends with the Mulliken charge.
CARTESIAN COORDINATES (ANGSTROEM)
1 H 1.61449 1.71413 1.78499  0.2307
2 C -0.46387 -0.64827 0.48466  -0.7800
3 C 1.57302 1.39443 -0.37133  -0.5055
4 C -3.10114 -2.13096 -0.46495  -0.3457
5 H 2.87278 4.37687 -2.00827  0.3636
6 H -0.84442 0.22121 3.35284  0.2316
7 H 2.23896 0.70318 -0.91472  0.3234
8 H 1.09259 1.67054 3.94226  0.3471
9 C -3.84989 -2.53164 -1.58820  -0.5196
10 H 3.47993 2.80842 -2.26792  0.3104
11 C 1.20707 1.04463 1.02393  -0.1170
12 C 1.19616 0.56025 3.92214  -1.4108
13 H 0.26007 -1.25422 3.21962  0.2863
14 C 2.15863 2.86140 -0.44451  -0.4899
15 H 1.36953 3.50585 -0.15873  0.3373
16 H -3.62190 -3.23839 -3.63937  0.3390
17 C -1.72064 -2.88681 -2.76511  -0.2916
18 C 2.57402 3.34017 -1.86661  -1.2888
19 C 0.15627 -0.17367 3.01203  0.0595
20 H -0.64379 -0.14727 -0.49774  0.2943
21 C -3.15439 -2.85450 -2.73089  -0.4188
22 H -4.91247 -2.32823 -1.58206  0.3306
23 H 1.02355 0.37489 5.00227  0.3706
24 N -1.06726 -1.88340 0.68318  -0.4983
25 C 0.35049 0.06601 1.52821  0.4069
26 H 3.03731 2.90785 0.23795  0.3490
27 H -1.37682 -3.02475 -3.79883  0.3113
28 H 0.25804 -2.56193 -1.56071  0.3328
29 H 1.72802 3.10654 -2.51961  0.3061
30 H 0.66366 1.26251 -0.95780  0.2781
31 C -0.90104 -2.61976 -1.63544  -0.3424
32 H 2.21960 0.25357 3.66576  0.3616
33 H -3.68084 -1.72153 0.40218  0.3041
34 C -1.73572 -2.16712 -0.48921  0.5340

As for the HOMO-LUMO gap: 8.70 eV. The structure (SMILES) is CCC/C=C(\C=N\c1ccccc1)CC. The relative energy (zero: lowest compared OMol25 entry of this formula, charge and spin) is 42.93 kcal per mole.


Computed, not measured: C4H8O2 as an isolated structure, with the ωB97M-V functional and the def2-TZVPD basis.

Each line ends with the Mulliken charge.
CARTESIAN COORDINATES (ANGSTROEM)
1 H 1.58198 -1.25055 1.39521  0.2361
2 H -0.02484 -1.18440 -0.51162  0.4246
3 H -1.42298 -0.72404 1.50017  0.2450
4 H 0.42392 1.88632 -0.50956  0.3513
5 O 0.32460 0.29626 2.08179  -0.3940
6 C 1.23371 -0.24757 1.12020  -0.4475
7 H -1.38606 1.01595 1.08684  0.2926
8 O 0.56756 0.71609 -2.14748  -0.4677
9 H -1.19702 -0.75323 -2.77599  -0.2211
10 H 2.09984 0.40440 0.95343  0.2972
11 C -0.77911 0.10764 1.18806  -0.4871
12 H -1.85663 -1.09700 -2.72825  0.2051
13 C 0.15313 -0.24543 0.01516  0.2939
14 C 0.38680 0.87044 -0.96363  -0.3283

As for the HOMO-LUMO gap: 10.78 eV. The relative energy (zero: lowest compared OMol25 entry of this formula, charge and spin) is 73.28 kcal per mole.


Computed, not measured: a 2-piece molecular cluster, C15H28N4O11P overall at a distorted geometry, with the ωB97M-V functional and the def2-TZVPD basis.

Each line ends with the Mulliken charge.
CARTESIAN COORDINATES (ANGSTROEM)
1 H -5.33679 2.00203 2.71678  0.2375
2 N -2.93719 0.58112 -0.26503  0.1432
3 C -3.70578 -0.46064 2.88914  0.0194
4 H -1.85035 0.47962 2.49305  0.3090
5 H 1.62439 0.88116 -2.91450  0.3824
6 H -1.48030 -1.60474 -2.04924  0.2264
7 O -2.56713 2.66404 1.81551  -0.6859
8 C -2.97510 -1.72531 3.38529  -0.1100
9 H 6.09653 -0.21977 -1.56216  0.5086
10 H 3.69510 0.43378 0.80074  0.3904
11 H -3.07045 1.52059 0.11395  0.2587
12 H 6.05997 1.44185 -3.85944  0.5040
13 H -5.09537 -1.81542 5.41386  0.2949
14 H 3.95705 -0.60203 -1.64661  0.1135
15 O 7.15647 2.29517 -1.41857  -0.5576
16 H -5.15071 -0.00959 1.35188  0.3838
17 H 0.97022 -1.66150 -5.73847  0.3652
18 H 1.46522 -0.23699 -1.54592  0.4104
19 O -0.00705 -2.57069 -2.67716  -0.5714
20 O -1.82864 -1.94897 3.03171  -0.6728
21 H 2.94868 2.25438 -1.23387  0.5122
22 H 4.92368 2.68173 0.07829  0.3304
23 C 5.60759 1.08510 -2.92781  -0.3315
24 H 6.54602 1.03556 0.30593  0.4140
25 C -2.83314 -1.63671 -0.37896  -0.6447
26 C 3.49827 0.32028 -2.01758  0.5769
27 H -4.79597 -1.71371 1.49321  0.4289
28 H 7.73688 2.48161 -2.18043  0.3399
29 N -2.05600 -1.08356 -1.38008  0.1355
30 C 4.96064 1.80193 -0.57350  -0.4287
31 C -2.13354 0.25890 -1.29909  -0.4323
32 O 2.06989 -1.12438 -3.33172  -0.0986
33 C 2.06120 -0.00235 -2.43513  -1.0005
34 N -2.80129 0.69092 2.76819  -0.0304
35 P 0.59728 -1.59768 -3.77213  0.7469
36 O -0.34490 -0.46901 -3.89744  -0.6706
37 H -4.48639 2.19847 4.27219  0.3591
38 C 5.77872 2.15923 -1.82952  0.0838
39 C 3.52043 1.37925 -0.90475  -0.0836
40 H -2.96157 -2.69297 -0.17141  0.4473
41 H 5.41992 3.11328 -2.22965  0.3986
42 H -4.49092 -0.23042 3.60866  0.5234
43 C -4.99417 -2.57457 4.63507  -0.8215
44 O 6.25433 -0.11556 -2.52050  -0.5718
45 O 2.95994 0.84378 0.29713  -0.5507
46 C -3.39903 -0.59910 0.30972  0.3270
47 O 5.62825 0.73561 0.12577  -0.6857
48 C -4.47795 2.44738 3.21259  -1.1661
49 H -5.26013 -3.54447 5.06287  0.3340
50 H -1.60047 0.95433 -1.94548  0.4658
51 C -4.33828 -0.72266 1.50078  -0.7725
52 H -3.04749 -3.40877 4.42384  0.3159
53 H -5.68995 -2.35719 3.82244  0.2606
54 O 4.21842 0.81890 -3.15894  -0.4364
55 C -3.18999 1.95147 2.58815  0.7016
56 H -4.52466 3.53071 3.10503  0.3531
57 N -3.61294 -2.61837 4.14745  -0.1235
58 O 0.70021 -2.36532 -5.13445  -0.5012
59 H 0.58835 -3.32975 -2.76972  0.3460

As for the HOMO-LUMO gap: 9.83 eV. The charge is +1.


Computed, not measured: a 2-piece molecular cluster, C4H9N3 overall at a distorted geometry, with the ωB97M-V functional and the def2-TZVPD basis.

Each line ends with the Mulliken charge.
CARTESIAN COORDINATES (ANGSTROEM)
1 H 3.16600 0.26225 0.78508  0.2295
2 H 3.92043 0.84080 -0.78783  0.2657
3 H -2.10760 -0.57316 -0.96928  0.1839
4 H 0.27239 -1.71658 2.24154  0.2498
5 N -2.34229 1.05420 0.25066  -0.5459
6 H -0.77504 -2.31839 0.86500  0.2824
7 H -3.26008 0.52091 -1.42607  0.2368
8 C 0.41922 -0.65944 0.47127  0.4716
9 H 1.71917 0.74380 -1.87857  0.3309
10 H -1.43494 1.42480 -0.04814  0.3078
11 N 0.60974 0.36829 -0.16216  -0.2681
12 N -2.84253 0.05073 -0.62774  -0.4212
13 H -2.20226 0.62330 1.16089  0.2761
14 C 3.04234 0.54008 -0.24827  -0.6799
15 C 1.86042 0.45282 -0.84634  -0.0602
16 C -0.04495 -1.61441 1.21996  -0.8592

As for the HOMO-LUMO gap: 9.87 eV. The structure (SMILES) is C=C=NC=C.NN. The relative energy (zero: lowest compared OMol25 entry of this formula, charge and spin) is 86.16 kcal per mole.